w:
Here is a 2-piece molecular cluster, C10H13NO3 overall from OMol25. Energies are from ωB97M-V/def2-TZVPD.

Results
HOMO level: -9.7 eV
Gap between HOMO and LUMO: 10.01 eV
Structure (SMILES): O=C(O)c1ccccc1.CC/C=N/O
E_LUMO: 0.3 eV

Geometry as ORCA input:
```
! wB97M-V def2-TZVPD RIJCOSX def2/J DEFGRID3
* xyz 0 1
O -1.39 -1.43 -1.04
C -0.74 -1.37 -0.01
O -1.18 -1.12 1.21
C 0.76 -1.52 0.01
C 1.53 -1.36 -1.16
C 2.86 -1.35 -1.05
C 3.59 -1.63 0.11
C 2.80 -1.96 1.20
C 1.40 -1.83 1.18
H -2.16 -0.92 1.19
H 1.03 -1.17 -2.06
H 3.48 -1.33 -1.94
H 4.63 -1.91 0.13
H 3.07 -2.41 2.07
H 0.67 -2.16 2.00
C -1.34 3.20 0.68
C -0.90 2.44 -0.57
C -1.83 1.27 -0.79
N -2.66 1.11 0.09
O -3.54 0.10 0.01
H -2.31 3.37 0.65
H -0.68 4.10 0.92
H -0.96 2.67 1.52
H -1.08 3.08 -1.52
H 0.05 2.15 -0.55
H -1.81 0.57 -1.66
H -3.29 -0.58 -0.62
*
```

x:
Here is a 2-piece molecular cluster, C10H13NO3 overall from OMol25. Energies are from ωB97M-V/def2-TZVPD.

Results
HOMO level (spin up / spin down): -8.6 / -8.6 eV
Gap between HOMO and LUMO (spin up / spin down): 8.63 / 8.63 eV
E_LUMO (spin up / spin down): 0.1 / 0.1 eV

Geometry as ORCA input:
```
! wB97M-V def2-TZVPD RIJCOSX def2/J DEFGRID3
* xyz 0 1
C -3.34 0.26 -0.33
C -2.86 0.18 0.99
C -2.52 0.06 -1.46
C -1.49 -0.14 1.18
C -1.16 -0.23 -1.19
C -0.57 -0.27 0.11
C 1.12 1.88 -0.47
C 1.35 -0.64 1.77
C 1.61 0.39 -0.56
C 0.83 -0.40 0.34
N 1.32 -2.14 -0.50
O 1.27 -3.05 0.26
O 1.34 -2.01 -1.70
O 2.92 0.18 -0.16
H -4.38 0.41 -0.43
H -3.46 0.59 1.78
H -2.78 0.30 -2.45
H -1.38 -0.23 2.22
H -0.35 -0.44 -2.02
H 1.72 2.58 -1.12
H 1.23 2.39 0.57
H 0.06 1.78 -0.74
H 1.33 -1.66 1.99
H 2.43 -0.34 1.78
H 0.69 -0.13 2.44
H 1.48 0.08 -1.60
H 3.60 0.59 -0.69
*
```

What should be chosen as the least stable of them? Choose x.

w:
Here is a 6-piece molecular cluster, C18H42N6O6 overall from OMol25. Energies are from ωB97M-V/def2-TZVPD.

Results
⟨S²⟩: 0.7718
HOMO level (spin up / spin down): -11.1 / -11.1 eV
Gap between HOMO and LUMO (spin up / spin down): 7.86 / 2.89 eV
E_LUMO (spin up / spin down): -3.2 / -8.2 eV

Geometry as ORCA input:
```
! wB97M-V def2-TZVPD RIJCOSX def2/J DEFGRID3
* xyz 1 2
C -9.12 -0.33 -8.05
O -9.44 -1.17 -7.21
N -8.42 -0.62 -9.19
C -8.21 0.44 -10.14
C -8.23 -1.89 -9.70
H -9.14 0.75 -7.86
H -7.21 0.37 -10.57
H -8.15 1.40 -9.65
H -9.01 0.35 -10.87
H -8.15 -1.93 -10.78
H -7.27 -2.17 -9.26
H -9.03 -2.50 -9.29
C -6.71 2.67 -3.85
O -5.80 2.88 -3.07
N -6.55 3.00 -5.16
C -7.42 2.55 -6.28
C -5.28 3.54 -5.65
H -7.62 2.12 -3.59
H -8.44 2.60 -5.90
H -7.15 1.53 -6.56
H -7.26 2.91 -7.29
H -4.69 4.02 -4.87
H -4.76 2.85 -6.31
H -5.57 4.30 -6.39
C -8.09 -1.01 -2.10
O -8.50 -0.29 -3.05
N -6.84 -0.95 -1.62
C -5.75 -0.50 -2.55
C -6.56 -1.54 -0.24
H -8.76 -1.50 -1.38
H -6.13 0.14 -3.34
H -4.93 -1.15 -2.87
H -5.31 0.21 -1.85
H -5.89 -0.93 0.36
H -7.40 -1.62 0.44
H -6.19 -2.57 -0.32
C -0.94 1.53 -4.25
O -0.32 1.56 -5.32
N -1.08 2.56 -3.44
C -1.93 2.53 -2.22
C -0.38 3.87 -3.57
H -1.53 0.73 -3.76
H -1.69 1.58 -1.73
H -3.00 2.44 -2.40
H -1.89 3.30 -1.45
H 0.67 3.63 -3.67
H -0.62 4.57 -4.37
H -0.48 4.44 -2.64
C -5.89 2.03 2.31
O -6.47 0.96 2.22
N -5.97 3.03 1.45
C -5.28 4.35 1.54
C -6.45 2.88 0.09
H -5.14 2.22 3.09
H -5.02 4.68 2.54
H -5.91 5.16 1.16
H -4.30 4.24 1.09
H -7.34 3.51 0.12
H -5.97 3.27 -0.81
H -6.95 1.92 -0.09
C -9.54 4.35 -8.76
O -9.43 3.12 -8.51
N -9.55 4.81 -10.03
C -9.35 4.03 -11.19
C -9.87 6.20 -10.37
H -9.75 5.16 -8.05
H -9.46 2.95 -11.06
H -8.31 4.20 -11.46
H -9.94 4.30 -12.06
H -9.83 6.99 -9.63
H -9.26 6.49 -11.23
H -10.82 6.20 -10.90
*
```

x:
Here is a 6-piece molecular cluster, C18H42N6O6 overall from OMol25. Energies are from ωB97M-V/def2-TZVPD.

Results
⟨S²⟩: 0.7556
HOMO level (spin up / spin down): -11.4 / -11.4 eV
Gap between HOMO and LUMO (spin up / spin down): 7.57 / 2.37 eV
E_LUMO (spin up / spin down): -3.8 / -9.0 eV

Geometry as ORCA input:
```
! wB97M-V def2-TZVPD RIJCOSX def2/J DEFGRID3
* xyz 1 2
C -3.65 -1.52 2.62
C -2.44 -2.42 2.26
O -1.69 -2.69 3.15
N -2.26 -2.84 1.02
C -1.11 -3.58 0.53
H -4.36 -1.60 1.79
H -3.43 -0.48 2.88
H -4.29 -1.86 3.44
H -2.99 -2.59 0.37
H -0.76 -4.44 1.10
H -0.21 -2.97 0.40
H -1.34 -4.04 -0.44
C 0.45 3.40 2.64
C 0.63 2.33 3.65
O 1.64 2.18 4.31
N -0.43 1.55 3.81
C -0.42 0.44 4.77
H 1.09 3.17 1.79
H 0.64 4.38 3.10
H -0.55 3.35 2.21
H -1.30 1.88 3.41
H 0.18 0.63 5.65
H -0.15 -0.53 4.35
H -1.47 0.35 5.06
C 2.03 1.11 -5.99
C 1.33 2.18 -5.17
O 1.72 3.30 -5.21
N 0.28 1.82 -4.45
C -0.41 2.74 -3.49
H 2.83 0.61 -5.45
H 2.62 1.54 -6.80
H 1.34 0.36 -6.37
H 0.01 0.85 -4.40
H 0.19 3.53 -3.04
H -0.89 2.11 -2.74
H -1.23 3.31 -3.94
C 5.28 -1.66 1.25
C 4.32 -2.78 1.05
O 3.45 -3.03 1.90
N 4.49 -3.50 -0.08
C 3.70 -4.60 -0.51
H 5.48 -1.57 2.32
H 4.93 -0.75 0.77
H 6.19 -1.88 0.69
H 5.37 -3.33 -0.54
H 3.95 -5.54 -0.02
H 3.84 -4.76 -1.58
H 2.66 -4.42 -0.25
C -3.03 1.03 -0.05
C -4.05 1.95 -0.80
O -3.77 2.31 -1.94
N -5.15 2.38 -0.11
C -6.09 3.43 -0.47
H -3.42 0.05 0.23
H -2.63 1.57 0.81
H -2.17 0.90 -0.70
H -5.27 1.99 0.82
H -5.97 3.80 -1.48
H -5.84 4.30 0.14
H -7.12 3.14 -0.25
C 0.99 -0.39 0.74
C 0.92 0.48 -0.53
O 0.31 1.52 -0.56
N 1.66 0.11 -1.61
C 2.53 -1.04 -1.72
H 1.83 -1.08 0.76
H 0.06 -0.92 0.91
H 1.21 0.15 1.66
H 1.46 0.75 -2.35
H 3.41 -1.11 -1.08
H 2.82 -1.07 -2.77
H 2.03 -1.98 -1.45
*
```

What should be chosen as the least stable of them? Choose w.

w:
Here is one molecule with the formula C2H5ClNOP from OMol25. Energies are from ωB97M-V/def2-TZVPD.

Results
HOMO level (spin up / spin down): -8.7 / -7.8 eV
Gap between HOMO and LUMO (spin up / spin down): 7.66 / 6.36 eV
E_LUMO (spin up / spin down): -1.0 / -1.4 eV

Geometry as ORCA input:
```
! wB97M-V def2-TZVPD RIJCOSX def2/J DEFGRID3
* xyz 0 1
C -0.34 -0.27 0.57
C -1.01 0.86 -0.41
N 0.51 -0.99 -0.28
O -0.08 1.64 -0.93
P 1.96 -0.59 -0.73
Cl 2.88 0.18 0.92
H 0.24 0.41 1.31
H -1.08 -0.91 1.08
H -1.40 0.09 -1.07
H -1.72 1.33 0.26
H 0.04 -1.75 -0.73
*
```

x:
Here is one molecule with the formula C2H5ClNOP from OMol25. Energies are from ωB97M-V/def2-TZVPD.

Results
HOMO level: -9.1 eV
Gap between HOMO and LUMO: 8.65 eV
E_LUMO: -0.4 eV

Geometry as ORCA input:
```
! wB97M-V def2-TZVPD RIJCOSX def2/J DEFGRID3
* xyz 0 1
C -0.28 0.56 0.63
C 0.49 1.03 -0.46
N 1.60 0.72 -0.77
O -1.65 0.32 0.43
P -2.12 -1.10 -0.22
Cl 2.70 -0.40 0.42
H 0.17 -0.42 0.96
H -0.26 1.16 1.46
H 2.04 1.17 -1.56
H -1.42 -1.27 -1.49
H -1.26 -1.77 0.60
*
```

What should be chosen as the least stable of them? Choose x.

w:
Here is one molecule with the formula C16H16N2OS from OMol25. Energies are from ωB97M-V/def2-TZVPD.

Results
HOMO level: -7.9 eV
Gap between HOMO and LUMO: 8.60 eV
Structure (SMILES): COc1ccccc1C/N=C1/Nc2ccccc2CS1
E_LUMO: 0.7 eV

Geometry as ORCA input:
```
! wB97M-V def2-TZVPD RIJCOSX def2/J DEFGRID3
* xyz 0 1
C 2.59 1.49 2.59
O 2.38 1.49 1.20
C 2.78 0.40 0.48
C 3.45 -0.69 1.01
C 3.82 -1.75 0.20
C 3.53 -1.73 -1.15
C 2.87 -0.63 -1.69
C 2.48 0.43 -0.89
C 1.75 1.61 -1.48
N 0.32 1.56 -1.53
C -0.47 0.72 -1.04
N -1.81 0.93 -1.26
C -2.88 0.40 -0.55
C -4.03 1.15 -0.34
C -5.09 0.62 0.37
C -5.01 -0.66 0.89
C -3.87 -1.42 0.68
C -2.81 -0.91 -0.05
C -1.60 -1.71 -0.38
S -0.08 -0.74 -0.06
H 2.17 2.42 2.95
H 2.08 0.65 3.07
H 3.66 1.46 2.84
H 3.68 -0.73 2.06
H 4.33 -2.59 0.63
H 3.82 -2.55 -1.79
H 2.63 -0.61 -2.74
H 2.00 2.51 -0.92
H 2.07 1.76 -2.52
H -1.98 1.83 -1.70
H -4.08 2.16 -0.74
H -5.98 1.21 0.52
H -5.83 -1.07 1.46
H -3.81 -2.42 1.07
H -1.51 -2.60 0.24
H -1.57 -1.99 -1.43
*
```

x:
Here is one molecule with the formula C16H16N2OS from OMol25. Energies are from ωB97M-V/def2-TZVPD.

Results
HOMO level: -8.2 eV
Gap between HOMO and LUMO: 8.22 eV
Structure (SMILES): CCc1nn(CC)c(=O)c2cc(-c3ccccc3)sc12
E_LUMO: 0.0 eV

Geometry as ORCA input:
```
! wB97M-V def2-TZVPD RIJCOSX def2/J DEFGRID3
* xyz 0 1
C 0.26 4.17 0.78
C -0.87 3.40 0.32
C -0.96 1.98 0.81
N -1.45 1.77 1.99
N -1.40 0.53 2.56
C -2.10 0.28 3.88
C -3.49 -0.38 3.45
C -0.57 -0.50 2.14
O -0.51 -1.66 2.49
C 0.05 -0.25 0.89
C 0.68 -1.27 0.05
C 1.08 -0.83 -1.18
C 1.76 -1.59 -2.26
C 1.74 -0.98 -3.49
C 2.05 -1.73 -4.60
C 2.50 -3.03 -4.44
C 2.62 -3.63 -3.17
C 2.15 -2.91 -2.04
S 0.53 0.90 -1.39
C -0.15 0.92 0.20
H 1.25 3.88 0.46
H 0.31 4.37 1.96
H 0.10 5.17 0.38
H -1.76 4.04 0.51
H -0.81 3.34 -0.77
H -2.06 1.23 4.50
H -1.64 -0.50 4.43
H -3.50 -1.49 3.28
H -4.23 -0.15 4.23
H -3.79 0.09 2.43
H 0.90 -2.22 0.43
H 1.46 0.04 -3.61
H 2.04 -1.37 -5.64
H 2.75 -3.58 -5.37
H 2.84 -4.68 -3.14
H 2.23 -3.36 -1.06
*
```

What should be chosen as the least stable of them? Choose x.